1.
{
  "formula": "C20H21F3N2O3",
  "method": "ωB97M-V with the def2-TZVPD basis set",
  "species": ["F", "F", "F", "O", "O", "O", "N", "N", "C", "C", "C", "C", "C", "C", "C", "C", "C", "C", "C", "C", "C", "C", "C", "C", "C", "C", "C", "C", "H", "H", "H", "H", "H", "H", "H", "H", "H", "H", "H", "H", "H", "H", "H", "H", "H", "H", "H", "H", "H"],
  "xyz": [[-1.866, 3.659, 1.277], [-3.965, 3.525, 1.711], [-2.523, 2.994, 3.214], [-2.463, -2.814, -2.611], [0.238, -0.815, -0.081], [5.132, -1.292, 0.735], [2.285, -1.398, -0.821], [-1.664, -0.723, -2.431], [-1.524, -2.041, -2.682], [7.385, -0.451, 1.148], [-2.801, 1.488, 1.392], [5.128, 0.601, 1.899], [-2.928, 0.009, -0.497], [0.781, -0.345, -2.393], [-2.831, -1.073, 0.372], [0.853, -1.463, -3.433], [1.053, -0.865, -0.976], [2.770, -1.864, 0.467], [-2.704, 0.409, 2.255], [-2.913, 1.294, 0.020], [5.910, -0.333, 1.287], [3.841, -0.975, 1.004], [-2.722, -0.874, 1.734], [-2.958, -0.234, -1.982], [3.786, 0.187, 1.713], [-0.141, -2.549, -3.054], [-2.786, 2.897, 1.904], [-0.613, 0.270, -2.458], [-0.266, -3.272, -3.862], [0.219, -3.101, -2.181], [-2.643, -1.720, 2.399], [-3.688, -1.010, -2.225], [1.858, -1.886, -3.500], [1.520, 0.434, -2.614], [7.736, -1.378, 1.602], [0.601, -1.048, -4.412], [-2.834, -2.072, -0.037], [2.901, 0.679, 2.060], [2.963, -1.323, -1.563], [-0.751, 0.930, -1.594], [-2.987, 2.152, -0.634], [7.866, 0.389, 1.639], [-2.609, 0.573, 3.318], [-3.200, 0.684, -2.526], [3.159, -2.881, 0.359], [5.464, 1.474, 2.420], [1.907, -1.861, 1.136], [7.671, -0.464, 0.097], [-0.708, 0.870, -3.374]],
  "lowdin_charge": [0.1312, 0.1338, 0.1360, 0.0457, 0.0933, 0.0791, 0.0870, -0.0275, -0.4524, -0.0120, -0.1174, -0.0248, -0.1915, -0.2040, -0.0166, -0.1457, -0.4575, -0.0854, -0.0093, 0.0229, -0.3301, -0.2592, -0.0515, -0.0868, -0.0101, -0.0732, -0.5848, -0.1080, 0.1270, 0.1294, 0.1081, 0.1300, 0.1095, 0.1534, 0.0840, 0.1238, 0.1194, 0.1132, 0.1458, 0.1259, 0.1299, 0.0833, 0.1168, 0.1315, 0.1318, 0.1072, 0.1299, 0.0828, 0.1363],
  "orbital_gap_ev": 9.00,
  "lumo_energy_ev": 0.470,
  "e_tot_ev": -38357.6734,
  "total_charge": 0,
  "relative_energy_kj_mol": 10.92
}

=====

2.
{
  "formula": "H72O36",
  "method": "ωB97M-V with the def2-TZVPD basis set",
  "species": ["O", "O", "O", "O", "O", "O", "O", "O", "O", "O", "O", "O", "O", "O", "O", "O", "O", "O", "O", "O", "O", "O", "O", "O", "O", "O", "O", "O", "O", "O", "O", "O", "O", "O", "O", "O", "H", "H", "H", "H", "H", "H", "H", "H", "H", "H", "H", "H", "H", "H", "H", "H", "H", "H", "H", "H", "H", "H", "H", "H", "H", "H", "H", "H", "H", "H", "H", "H", "H", "H", "H", "H", "H", "H", "H", "H", "H", "H", "H", "H", "H", "H", "H", "H", "H", "H", "H", "H", "H", "H", "H", "H", "H", "H", "H", "H", "H", "H", "H", "H", "H", "H", "H", "H", "H", "H", "H", "H"],
  "xyz": [[6.632, 14.612, 11.678], [13.327, 8.098, 16.588], [9.178, 7.416, 9.057], [13.023, 10.985, 12.397], [13.324, 16.299, 13.826], [14.453, 13.256, 10.803], [15.336, 15.625, 12.168], [11.438, 10.838, 6.715], [11.381, 15.691, 11.937], [9.001, 12.334, 12.000], [14.480, 13.069, 14.567], [7.161, 9.888, 13.490], [13.590, 7.469, 10.384], [10.250, 8.590, 17.911], [8.107, 12.322, 16.932], [11.953, 15.279, 9.162], [10.760, 7.453, 15.039], [10.117, 9.931, 13.240], [9.286, 11.623, 8.172], [15.469, 9.513, 12.565], [13.463, 10.719, 15.507], [8.829, 16.147, 13.271], [10.464, 10.526, 15.875], [13.434, 12.475, 7.972], [11.498, 8.204, 7.636], [8.446, 10.273, 10.347], [11.429, 16.540, 15.973], [9.320, 14.368, 15.476], [9.791, 7.419, 11.984], [14.529, 7.068, 14.169], [10.958, 12.837, 10.070], [11.430, 13.408, 13.746], [6.121, 9.799, 16.252], [11.899, 12.621, 17.444], [11.805, 4.957, 10.973], [11.535, 9.674, 10.402], [13.691, 13.607, 14.335], [6.695, 10.707, 13.267], [11.741, 9.963, 7.032], [9.404, 12.421, 12.865], [14.659, 12.531, 11.367], [7.432, 14.807, 12.202], [11.922, 13.556, 17.660], [9.586, 7.263, 9.951], [9.929, 8.207, 12.517], [6.527, 9.755, 15.330], [14.185, 12.877, 9.934], [13.480, 13.000, 7.155], [10.637, 10.972, 7.239], [8.819, 15.789, 14.197], [15.692, 9.188, 11.705], [11.460, 7.767, 6.774], [5.178, 9.691, 16.163], [8.656, 6.616, 8.812], [13.364, 6.638, 10.860], [11.423, 9.587, 9.464], [10.062, 7.226, 15.674], [7.204, 12.279, 17.255], [11.419, 15.455, 10.958], [13.799, 7.381, 16.094], [12.902, 15.307, 9.307], [12.196, 8.934, 10.483], [8.768, 9.380, 10.343], [10.453, 16.003, 12.094], [14.672, 10.046, 12.445], [13.685, 7.275, 9.433], [9.853, 8.318, 18.745], [9.905, 14.917, 15.998], [9.768, 12.596, 11.429], [15.133, 15.030, 11.413], [14.789, 7.868, 13.679], [8.855, 10.676, 11.133], [10.743, 13.337, 14.460], [8.947, 11.103, 8.954], [6.479, 13.714, 12.042], [13.933, 11.237, 14.799], [11.540, 17.225, 16.618], [12.795, 12.405, 17.127], [12.588, 11.782, 12.742], [11.598, 7.181, 15.400], [10.430, 9.940, 14.135], [9.473, 6.759, 12.579], [12.721, 16.320, 13.068], [8.620, 11.535, 17.119], [11.606, 14.375, 9.406], [11.710, 12.246, 10.111], [10.857, 11.122, 16.569], [8.786, 13.802, 16.087], [12.811, 11.766, 7.712], [14.183, 16.119, 13.419], [11.242, 5.518, 11.539], [8.148, 16.839, 13.281], [14.237, 6.447, 13.448], [16.249, 15.877, 12.114], [10.344, 9.723, 16.412], [11.201, 8.306, 17.907], [12.287, 16.547, 15.497], [13.561, 8.882, 16.077], [11.985, 4.226, 11.574], [10.884, 10.292, 12.762], [11.198, 14.272, 13.334], [10.767, 7.836, 8.133], [8.535, 12.031, 7.703], [8.135, 9.966, 13.311], [15.184, 13.661, 14.315], [12.481, 10.719, 15.313], [10.320, 12.539, 9.367], [12.508, 10.840, 11.601]],
  "lowdin_charge": [-0.0869, -0.0840, -0.0698, -0.0454, -0.0803, -0.0412, -0.0472, -0.0787, -0.0926, -0.0628, -0.0517, -0.0661, -0.0622, -0.0575, -0.0381, -0.0753, -0.0399, -0.0494, -0.0746, -0.0405, -0.0885, -0.0691, -0.0725, -0.0709, -0.0514, -0.0355, -0.0532, -0.0671, -0.0373, -0.0709, -0.0481, -0.0704, -0.0945, -0.0468, -0.0549, -0.0384, 0.0366, 0.0545, 0.0078, 0.0218, 0.0118, -0.0066, 0.0443, 0.0344, -0.0040, 0.0228, 0.0297, 0.0629, -0.0128, 0.0382, 0.0278, 0.0753, 0.0163, 0.0851, 0.0351, 0.0122, 0.0480, 0.0539, 0.0443, 0.0300, 0.0386, 0.0526, 0.0104, 0.0472, -0.0055, 0.0608, 0.0576, 0.0171, 0.0273, 0.0357, 0.0146, 0.0071, 0.0371, 0.0297, 0.0317, 0.0296, 0.0263, 0.0439, 0.0326, 0.0051, -0.0006, 0.0348, 0.0065, 0.0311, 0.0141, 0.0331, 0.0455, 0.0340, 0.0054, -0.0107, 0.0234, 0.0663, 0.0606, 0.0486, 0.0131, 0.0650, 0.0191, -0.0080, 0.0466, 0.0377, 0.0252, -0.0015, 0.0965, 0.0259, 0.0367, 0.0405, 0.0584, -0.0021],
  "orbital_gap_ev": 10.21,
  "lumo_energy_ev": -0.215,
  "e_tot_ev": -74885.9304,
  "total_charge": 0,
  "relative_energy_kj_mol": 59.24
}

=====

3.
{
  "formula": "C40H29AsCl5N2O3PtS2",
  "method": "ωB97M-V with the def2-TZVPD basis set",
  "species": ["Pt", "As", "Cl", "Cl", "Cl", "Cl", "Cl", "S", "S", "O", "O", "O", "N", "N", "C", "C", "C", "C", "C", "C", "C", "C", "C", "C", "C", "C", "C", "C", "C", "C", "C", "C", "C", "C", "C", "C", "C", "C", "C", "C", "C", "C", "C", "C", "C", "C", "C", "C", "C", "C", "C", "C", "C", "C", "H", "H", "H", "H", "H", "H", "H", "H", "H", "H", "H", "H", "H", "H", "H", "H", "H", "H", "H", "H", "H", "H", "H", "H", "H", "H", "H", "H", "H"],
  "xyz": [[0.128, -1.574, -0.049], [-1.659, 1.377, -0.241], [-0.751, 0.578, -5.786], [3.958, 2.220, -3.743], [-1.050, -1.458, -3.443], [3.696, 0.073, -1.477], [1.710, 2.486, -5.889], [-0.897, -1.388, 1.995], [0.563, -1.850, 4.599], [-0.637, -3.248, -0.759], [-0.474, 0.220, -0.654], [1.342, -1.549, -1.666], [1.236, -2.929, 0.935], [1.401, -2.741, 2.298], [-1.773, 2.325, 2.478], [-1.299, 3.045, 3.566], [4.398, 1.503, 3.253], [0.679, -5.268, -3.446], [-1.841, 2.555, -1.722], [0.225, -3.987, -1.473], [2.946, 0.890, 5.070], [2.311, -5.199, -1.690], [-0.165, -4.447, -2.729], [0.603, 3.767, 2.275], [2.191, 0.664, 2.808], [0.481, -2.049, 2.855], [-2.381, 2.042, -2.899], [1.931, -5.623, -2.944], [-4.695, -1.452, -0.149], [-4.411, 1.236, 0.520], [1.357, -0.614, -2.593], [1.949, 0.525, 4.172], [-5.775, -0.734, 0.344], [-3.463, -0.835, -0.306], [2.701, -4.823, 1.261], [-1.059, 2.345, 1.286], [0.641, -0.021, 4.668], [1.574, 1.319, -4.637], [2.584, 1.193, -3.679], [-5.636, 0.608, 0.674], [-3.326, 0.505, 0.043], [-1.513, 3.904, -1.614], [1.463, -4.382, -0.935], [3.407, 1.145, 2.348], [0.344, -0.445, -3.541], [0.137, 3.055, 1.182], [4.162, 1.379, 4.614], [-2.237, 4.230, -3.882], [0.461, 0.487, -4.568], [-0.117, 3.765, 3.462], [-2.578, 2.887, -3.978], [1.786, -3.989, 0.419], [-1.709, 4.738, -2.705], [2.472, 0.239, -2.678], [-1.852, 3.038, 4.496], [2.772, 0.789, 6.135], [4.928, 1.661, 5.325], [-2.688, 1.752, 2.566], [3.578, 1.244, 1.283], [-1.125, 4.311, -0.691], [-2.997, 2.496, -4.896], [5.348, 1.879, 2.898], [0.498, 0.200, 5.726], [0.711, 3.040, 0.263], [0.369, -5.630, -4.418], [0.251, 4.321, 4.314], [3.629, -4.276, 1.435], [-4.310, 2.288, 0.761], [-6.733, -1.220, 0.466], [2.914, -5.769, 0.777], [3.276, -5.486, -1.297], [-2.647, 0.995, -2.977], [-1.455, 5.787, -2.630], [-2.625, -1.394, -0.703], [2.598, -6.238, -3.532], [-0.209, 0.382, 4.122], [2.254, -5.002, 2.235], [-1.137, -4.164, -3.108], [1.536, 4.310, 2.205], [-2.391, 4.885, -4.730], [-6.484, 1.167, 1.047], [-4.810, -2.495, -0.415], [1.408, 0.426, 2.097]],
  "lowdin_charge": [1.3063, 1.2835, 0.7192, 0.7072, 0.7921, 0.7423, 0.6998, 0.6616, 0.9411, -0.1858, -0.6142, -0.2866, -0.1229, -0.0137, -0.0981, -0.0649, -0.0758, -0.0324, -0.2876, -0.3388, -0.0384, -0.0043, -0.0273, -0.0572, -0.0664, -1.0435, -0.0977, -0.0462, -0.0495, -0.0932, -0.4680, -0.2913, -0.0521, -0.1127, 0.0178, -0.3145, -0.4149, -0.7074, -0.6977, -0.0573, -0.3202, -0.0797, -0.1138, -0.0744, -0.5803, -0.1096, -0.0693, -0.0491, -0.6891, -0.0502, -0.0799, -0.1933, -0.0566, -0.5972, 0.1160, 0.1162, 0.1079, 0.1010, 0.0755, 0.0942, 0.1025, 0.1066, 0.0827, 0.1185, 0.1187, 0.1163, 0.1134, 0.1139, 0.1146, 0.0828, 0.1201, 0.0904, 0.1137, 0.0613, 0.1145, 0.0433, 0.0934, 0.0963, 0.1185, 0.1157, 0.1143, 0.1166, 0.0731],
  "orbital_gap_ev": 5.68,
  "lumo_energy_ev": -4.847,
  "e_tot_ev": -199434.2248,
  "total_charge": 1,
  "relative_energy_kj_mol": 88.55
}

=====

4.
{
  "formula": "C2H8N3S",
  "method": "ωB97M-V with the def2-TZVPD basis set",
  "species": ["S", "N", "N", "N", "C", "C", "H", "H", "H", "H", "H", "H", "H", "H"],
  "xyz": [[-2.260, 0.651, 0.089], [1.525, -0.319, 0.585], [-1.149, -1.741, -0.216], [0.428, 1.648, -0.094], [0.655, 0.274, -0.323], [-1.033, -0.450, -0.083], [0.736, 1.944, 0.825], [1.827, -1.263, 0.405], [1.310, -0.165, 1.562], [0.765, 2.271, -0.812], [-1.289, 1.658, 0.019], [-0.339, -2.322, -0.382], [-2.049, -2.208, -0.221], [0.874, 0.021, -1.354]],
  "lowdin_charge": [0.9567, 0.0742, 0.1250, 0.0101, -0.3678, -0.5961, 0.1221, 0.0960, 0.1096, 0.1238, -0.0721, 0.1299, 0.1356, 0.1529],
  "orbital_gap_ev": 10.04,
  "lumo_energy_ev": -3.845,
  "e_tot_ev": -17502.2455,
  "total_charge": 1,
  "relative_energy_kj_mol": 15.56
}

=====

5.
{
  "formula": "C5H8N2",
  "method": "ωB97M-V with the def2-TZVPD basis set",
  "species": ["N", "N", "C", "C", "C", "C", "C", "H", "H", "H", "H", "H", "H", "H", "H"],
  "xyz": [[-1.493, -0.641, 0.577], [-0.745, 0.075, 1.624], [0.883, 0.038, 0.285], [2.058, -0.064, -0.626], [-0.118, -0.974, 0.806], [-1.952, 0.074, -0.599], [0.228, 0.982, 0.962], [0.248, 2.061, 1.067], [-2.167, -0.669, -1.373], [-2.885, 0.581, -0.336], [1.875, -0.794, -1.423], [2.284, 0.902, -1.087], [-1.244, 0.813, -0.995], [2.951, -0.393, -0.082], [0.109, -1.959, 1.209]],
  "lowdin_charge": [-0.0859, 0.0340, -0.2318, -0.0488, -0.2363, -0.0919, -0.0553, 0.1063, 0.0837, 0.0815, 0.0788, 0.0778, 0.0731, 0.0794, 0.1355],
  "orbital_gap_ev": 9.98,
  "lumo_energy_ev": 0.962,
  "e_tot_ev": -8290.7688,
  "total_charge": 0,
  "relative_energy_kj_mol": 407.90
}